{
  "formula": "C40H62BN5OPdS2Si4Te2",
  "method": "wB97M-V/def2-TZVPD",
  "multiplicity": 2,
  "homo_ev": [-9.58, -9.67],
  "charge": 1,
  "orbital_gap_ev": [5.55, 5.75],
  "species": ["Pd", "C", "N", "C", "C", "N", "B", "N", "C", "C", "N", "C", "C", "S", "C", "S", "H", "H", "H", "H", "H", "H", "H", "H", "H", "H", "H", "H", "C", "Si", "C", "C", "Si", "Te", "Si", "C", "C", "C", "Si", "C", "C", "C", "H", "H", "H", "H", "H", "H", "H", "H", "H", "H", "H", "H", "H", "H", "H", "H", "H", "H", "H", "H", "H", "H", "H", "H", "H", "H", "H", "C", "C", "C", "C", "C", "C", "Te", "N", "C", "O", "C", "C", "C", "C", "C", "C", "C", "C", "C", "C", "C", "C", "C", "C", "C", "C", "H", "H", "H", "H", "H", "H", "H", "H", "H", "H", "H", "H", "H", "H", "H", "H", "H", "H", "H", "H", "H", "H", "H"],
  "positions_angstrom": [[0.10745, 0.38099, 0.43307], [-2.29560, -2.58807, 3.02402], [-2.66700, -2.34232, 1.63930], [-3.92683, -2.50698, 1.11532], [-3.82830, -2.23355, -0.21012], [-2.52324, -1.91933, -0.49546], [-1.99153, -1.68365, -1.96870], [-1.85154, -0.14687, -2.25469], [-2.89008, 0.64744, -2.66285], [-2.40953, 1.89283, -2.90234], [-1.06872, 1.86025, -2.62443], [-0.12822, 2.94919, -2.85660], [-0.72963, 0.60701, -2.23103], [0.86982, 0.09998, -1.82235], [-1.81838, -2.01560, 0.63587], [-0.09977, -1.91194, 0.87642], [-3.19446, -2.53232, 3.63359], [-1.57329, -1.83997, 3.34260], [-1.84484, -3.57366, 3.12780], [-4.76482, -2.80140, 1.72122], [-4.57726, -2.25477, -0.98096], [-0.93478, -2.22142, -2.09305], [-2.85808, -2.09360, -2.69406], [-3.88307, 0.25226, -2.78112], [-2.89304, 2.78424, -3.25977], [-0.69722, 3.86877, -2.96503], [0.43506, 2.75645, -3.76877], [0.54785, 3.02713, -2.01172], [5.20103, 2.63371, 2.65970], [5.44211, 0.76916, 2.61670], [4.77347, 0.03590, 4.22093], [7.25262, 0.30204, 2.46172], [4.32043, -0.07659, 0.69459], [2.12959, 0.05744, 1.92977], [4.68813, -2.36588, 0.29994], [4.56525, -3.29650, 1.92540], [3.38899, -2.96805, -0.91119], [6.40771, -2.57170, -0.43138], [4.79700, 1.28787, -1.16771], [3.96783, 2.95864, -1.07073], [6.66839, 1.49117, -1.12380], [4.38437, 0.35330, -2.74363], [5.56764, 3.05391, 3.59938], [4.14178, 2.88411, 2.56538], [5.73501, 3.12549, 1.84422], [5.38169, 0.38142, 5.06115], [4.81288, -1.05511, 4.20267], [3.73989, 0.32324, 4.42914], [7.83340, 0.74177, 3.27645], [7.68948, 0.63455, 1.51932], [7.36827, -0.78249, 2.52124], [3.60448, -3.11658, 2.41221], [5.36022, -2.99938, 2.61299], [4.66009, -4.37161, 1.75600], [2.37808, -2.69779, -0.59452], [3.42656, -4.05468, -1.01832], [3.55490, -2.53158, -1.89851], [7.18324, -2.18139, 0.23031], [6.49497, -2.06054, -1.39216], [6.62016, -3.62965, -0.60383], [4.43126, 3.55886, -0.28347], [2.90802, 2.87392, -0.84083], [4.07573, 3.50178, -2.01326], [7.00521, 2.05341, -0.25111], [6.99778, 2.03347, -2.01411], [7.17783, 0.52518, -1.12320], [3.35937, -0.00993, -2.79113], [5.05314, -0.50578, -2.83825], [4.55428, 0.99726, -3.61032], [-0.15430, 4.20351, 8.84431], [-0.39771, 3.52056, 7.52965], [-1.47320, 2.65756, 7.34954], [-1.73153, 2.05615, 6.12556], [-2.87915, 1.07537, 6.05812], [-0.89463, 2.36191, 5.03953], [-1.49656, 1.44681, 3.21203], [-0.79014, 2.17687, 1.54741], [0.00470, 3.21409, 1.16970], [0.70545, 3.01677, 0.17506], [-0.02839, 4.57702, 1.77352], [-1.10967, 5.05728, 2.49709], [-1.07709, 6.34054, 3.02404], [0.03407, 7.14469, 2.82104], [1.10088, 6.68124, 2.05950], [1.06737, 5.40347, 1.52828], [-3.41773, 2.36221, 3.10781], [-3.83177, 3.33720, 4.00664], [-5.07134, 3.93701, 3.86137], [-5.89602, 3.55800, 2.81256], [-5.47363, 2.59349, 1.91360], [-4.22984, 1.97845, 2.03516], [-3.80078, 0.96384, 1.00943], [0.26145, 3.11834, 5.21625], [1.35398, 3.27207, 4.19239], [0.46849, 3.70312, 6.46236], [-0.78146, 3.78813, 9.63107], [-0.37510, 5.26945, 8.76506], [0.88803, 4.10843, 9.14828], [-2.11884, 2.42402, 8.18856], [-2.95567, 0.55066, 7.00941], [-2.74654, 0.30120, 5.29531], [-3.83545, 1.56427, 5.86834], [-1.99418, 4.44649, 2.60299], [-1.92472, 6.71928, 3.58180], [0.06215, 8.14336, 3.23706], [1.95580, 7.32005, 1.88051], [1.88504, 5.02392, 0.93000], [-3.18435, 3.64094, 4.82026], [-5.38986, 4.69348, 4.56585], [-6.86918, 4.01494, 2.69220], [-6.11906, 2.30701, 1.09217], [-4.63203, 0.71008, 0.35406], [-3.45844, 0.03635, 1.47576], [-2.98529, 1.35384, 0.39507], [1.16675, 2.72406, 3.26342], [2.28320, 2.87294, 4.60687], [1.52003, 4.32078, 3.96008], [1.36149, 4.30409, 6.60006]],
  "atomic_forces_ev_per_a": [[0.0, 0.2, -0.7], [0.0, -0.1, 0.0], [-0.1, -0.1, 0.0], [0.0, 0.0, -0.1], [-0.1, 0.0, 0.1], [-0.1, -0.1, -0.1], [0.0, -0.1, 0.0], [0.1, 0.0, 0.2], [0.0, 0.0, -0.1], [0.0, 0.0, 0.0], [0.1, -0.1, 0.0], [0.0, 0.0, 0.0], [0.0, 0.0, 0.0], [-0.1, -0.1, 0.0], [0.2, 0.2, 0.2], [-0.1, 0.1, 0.0], [0.0, 0.0, 0.0], [0.0, 0.0, 0.0], [0.0, 0.0, 0.0], [0.0, 0.0, 0.0], [0.0, 0.0, 0.0], [0.0, 0.0, 0.0], [0.0, 0.0, 0.0], [0.0, 0.0, 0.0], [0.0, 0.0, 0.0], [0.0, 0.0, 0.0], [0.0, 0.0, 0.0], [0.0, 0.0, 0.0], [0.0, -0.1, 0.0], [0.0, 0.0, 0.1], [0.0, 0.0, -0.1], [0.0, 0.0, 0.0], [0.0, -0.1, 0.0], [0.2, 0.0, 0.3], [0.0, 0.0, 0.0], [0.0, 0.0, 0.0], [0.0, 0.1, 0.0], [0.0, 0.0, 0.0], [0.0, 0.0, -0.1], [0.0, 0.1, 0.1], [0.0, 0.0, 0.0], [0.1, 0.0, 0.1], [0.0, 0.0, 0.0], [0.0, 0.0, 0.0], [0.0, 0.0, 0.0], [0.0, 0.0, 0.0], [0.0, 0.0, 0.0], [0.0, 0.0, 0.0], [0.0, 0.0, 0.0], [0.0, 0.0, 0.0], [0.0, 0.0, 0.0], [0.0, 0.0, 0.0], [0.0, 0.0, 0.0], [0.0, 0.0, 0.0], [0.0, 0.0, 0.0], [0.0, 0.0, 0.0], [0.0, 0.0, 0.0], [0.0, 0.0, 0.0], [0.0, 0.0, 0.0], [0.0, 0.0, 0.0], [0.0, 0.0, 0.0], [-0.1, 0.0, 0.0], [0.0, 0.0, 0.0], [0.0, 0.0, 0.0], [0.0, 0.0, 0.0], [0.0, 0.0, 0.0], [0.0, 0.0, 0.0], [0.0, 0.0, 0.0], [0.0, 0.0, 0.0], [0.0, 0.0, 0.0], [0.0, -0.1, -0.1], [0.1, 0.0, 0.0], [-0.1, -0.1, 0.0], [0.0, -0.1, 0.0], [-0.1, -0.2, 0.0], [-0.2, 0.5, 0.2], [0.0, -0.5, 0.5], [-0.4, 0.1, -0.4], [0.2, 0.0, 0.1], [0.1, 0.0, -0.2], [0.0, -0.1, 0.0], [0.0, 0.0, 0.0], [0.0, 0.0, 0.0], [0.0, 0.0, 0.0], [0.0, 0.1, 0.1], [0.0, 0.0, -0.1], [0.1, 0.0, 0.0], [-0.1, 0.0, 0.0], [0.0, 0.0, 0.0], [0.0, 0.0, 0.0], [0.0, 0.0, 0.0], [0.0, 0.1, 0.0], [0.2, 0.1, 0.0], [-0.1, -0.2, -0.1], [0.0, 0.0, 0.0], [0.0, 0.0, 0.0], [0.0, 0.0, 0.0], [0.0, 0.0, 0.0], [0.0, 0.0, 0.0], [0.0, 0.0, 0.0], [0.0, 0.0, 0.0], [0.0, 0.0, 0.0], [0.0, 0.0, 0.1], [0.0, 0.0, 0.0], [0.0, 0.0, 0.0], [0.0, 0.0, 0.0], [0.0, 0.0, 0.0], [0.0, 0.0, 0.0], [0.0, 0.0, 0.0], [0.0, 0.0, 0.0], [0.0, 0.0, 0.0], [0.0, 0.0, 0.0], [0.0, 0.1, 0.0], [0.0, 0.0, 0.0], [0.1, 0.1, 0.3], [0.0, 0.0, 0.0], [0.0, 0.1, 0.0], [0.0, 0.0, 0.0]],
  "mulliken_spin": [0.52, 0.01, 0.00, 0.00, 0.00, 0.01, 0.00, 0.04, 0.01, 0.02, 0.02, 0.02, -0.01, 0.30, -0.01, 0.12, 0.00, 0.00, 0.00, 0.00, 0.00, 0.00, 0.00, 0.00, 0.00, 0.00, -0.01, 0.00, 0.00, -0.02, 0.00, 0.00, -0.01, -0.06, 0.00, 0.00, 0.00, 0.00, 0.00, 0.00, 0.00, 0.00, 0.00, 0.00, 0.00, 0.00, 0.00, 0.00, 0.00, 0.00, 0.00, 0.00, 0.00, 0.00, 0.00, 0.00, 0.00, 0.00, 0.00, 0.00, 0.00, 0.00, 0.00, 0.00, 0.00, 0.00, 0.00, 0.00, 0.00, 0.00, 0.00, 0.00, 0.00, 0.00, 0.00, 0.00, 0.02, -0.02, 0.00, 0.02, 0.00, 0.00, 0.00, 0.00, 0.00, 0.00, 0.00, 0.00, 0.00, 0.00, 0.00, 0.01, 0.00, 0.00, 0.00, 0.00, 0.00, 0.00, 0.00, 0.00, 0.00, 0.00, 0.00, 0.00, 0.00, 0.00, 0.00, 0.00, 0.00, 0.00, 0.00, 0.00, 0.00, 0.00, 0.00, 0.00, 0.00, 0.00]
}



{
  "formula": "C4H15NO2",
  "method": "wB97M-V/def2-TZVPD",
  "homo_ev": -8.41,
  "smiles": "CCNCC.O.O",
  "charge": 0,
  "orbital_gap_ev": 9.08,
  "species": ["C", "C", "N", "C", "C", "H", "H", "H", "H", "H", "H", "H", "H", "H", "H", "H", "O", "H", "H", "O", "H", "H"],
  "positions_angstrom": [[1.32924, -1.05760, -1.57532], [1.25458, -0.70956, -0.08325], [0.08178, -1.19900, 0.66672], [-0.73344, -0.16539, 1.35783], [-1.92010, -0.85627, 1.98869], [0.32102, -1.09135, -1.90349], [1.90880, -1.96811, -1.77096], [1.92252, -0.32171, -2.13225], [2.13797, -0.99179, 0.47027], [1.08044, 0.39304, 0.03505], [0.05056, -2.20145, 0.64880], [-0.07697, 0.37591, 2.06998], [-1.03193, 0.48754, 0.54768], [-1.46449, -1.58898, 2.62673], [-2.56096, -0.28423, 2.65447], [-2.64425, -1.04277, 1.12991], [-1.93741, 0.69929, -1.68157], [-1.29494, 0.47970, -1.00021], [-2.24729, 1.60078, -1.58989], [1.85402, 3.51765, -0.91731], [1.67864, 2.71745, -1.42313], [2.29222, 3.20685, -0.11876]],
  "atomic_forces_ev_per_a": [[1.4, 0.1, 0.8], [-1.3, 1.4, 0.9], [1.0, 0.6, -1.3], [1.0, -1.4, -0.3], [-1.1, 1.2, -1.1], [-0.8, -0.2, -0.9], [-0.7, -0.2, 0.2], [-0.4, 0.2, 0.1], [0.7, 0.1, 0.0], [0.9, -0.6, -0.4], [-1.0, 0.0, 0.9], [-0.5, -0.1, -0.2], [-0.2, 0.7, 0.6], [-0.5, -1.3, -0.2], [0.4, 0.7, 0.2], [1.1, -1.1, 1.2], [-0.2, -0.5, -0.6], [-0.2, 0.4, -0.1], [0.3, 0.1, 0.4], [0.0, -0.1, 0.0], [0.0, 0.0, 0.0], [0.0, 0.0, 0.0]],
  "lowdin_charge": [-0.08, -0.28, -0.11, -0.29, -0.09, 0.05, 0.07, 0.07, 0.10, 0.10, 0.11, 0.12, 0.06, 0.07, 0.06, 0.11, -0.05, -0.02, 0.04, -0.06, 0.02, 0.03]
}



{
  "formula": "C5H12N2",
  "method": "wB97M-V/def2-TZVPD",
  "homo_ev": -8.55,
  "smiles": "CC=C=N.CNC",
  "charge": 0,
  "orbital_gap_ev": 9.46,
  "species": ["C", "C", "C", "N", "H", "H", "H", "H", "H", "C", "N", "C", "H", "H", "H", "H", "H", "H", "H"],
  "positions_angstrom": [[2.16205, 1.70745, -0.06943], [0.66538, 1.79262, 0.03337], [-0.00247, 1.55023, 1.11948], [-0.60584, 1.50185, 2.17283], [2.57412, 2.67967, -0.33990], [2.59510, 1.39821, 0.87863], [2.45262, 0.99224, -0.83995], [0.12519, 2.08369, -0.85502], [-1.00226, 0.63726, 2.52005], [-1.64536, -0.85124, -1.21232], [-0.32507, -1.33792, -0.87306], [-0.32741, -2.17698, 0.30555], [-2.11723, -0.26209, -0.40951], [-1.57642, -0.23063, -2.10387], [-2.28721, -1.70501, -1.43171], [0.29229, -0.54421, -0.71931], [-0.75555, -1.68674, 1.19494], [-0.91597, -3.07130, 0.09742], [0.69405, -2.47708, 0.53180]],
  "atomic_forces_ev_per_a": [[0.0, 0.0, 0.1], [0.4, 0.1, -0.6], [-0.3, 0.0, 0.3], [-0.2, 0.3, 0.5], [0.1, 0.0, 0.0], [0.1, 0.0, 0.0], [0.1, 0.0, 0.0], [-0.3, 0.0, 0.0], [0.1, -0.2, -0.2], [0.1, 0.0, 0.0], [0.3, 0.2, -0.1], [0.0, 0.1, -0.1], [0.0, 0.0, 0.0], [-0.1, 0.0, 0.0], [-0.1, 0.0, 0.0], [-0.2, -0.2, 0.0], [0.0, 0.0, 0.0], [0.0, -0.1, 0.1], [0.0, -0.1, 0.1]],
  "lowdin_charge": [-0.10, -0.19, -0.22, 0.16, 0.07, 0.08, 0.07, 0.11, 0.06, -0.16, -0.19, -0.16, 0.07, 0.07, 0.07, 0.06, 0.06, 0.07, 0.08]
}



How do the records compare in ΔE to the lowest compared entry with this formula, charge and spin? In the order shown, they have 150.3, 209.2, 205.5 kJ/mol.